This record from the Open Molecules 2025 dataset describes a 15-piece molecular cluster, C53H127F4N8O32P3 overall. The level of theory is the ωB97M-V functional and the def2-TZVPD basis.

Summary:
HOMO energy   -9.2 eV
Charge   0
DFT total energy   -173192.3568 eV

Positions of all 227 atoms, in Å:
C  8.849  5.896  -5.252
C  9.425  5.466  -6.582
C  10.862  5.909  -6.693
O  10.961  7.367  -6.874
C  12.214  7.900  -6.723
N  9.293  4.056  -6.618
H  9.269  5.415  -4.369
H  7.820  5.544  -5.184
H  8.927  6.975  -5.118
H  8.837  5.925  -7.376
H  11.346  5.434  -7.547
H  11.311  5.690  -5.724
H  12.165  8.984  -6.832
H  12.895  7.399  -7.411
H  12.555  7.604  -5.731
H  9.761  3.816  -7.481
H  9.819  3.602  -5.885
C  -9.027  5.386  2.302
C  -7.545  5.754  2.524
C  -7.373  6.439  3.875
O  -8.252  7.501  4.109
C  -8.446  7.916  5.408
N  -6.748  4.520  2.425
H  -9.638  6.260  2.081
H  -9.438  4.847  3.156
H  -9.246  4.746  1.447
H  -7.234  6.397  1.701
H  -6.416  6.835  4.218
H  -7.578  5.705  4.654
H  -8.500  7.168  6.198
H  -9.398  8.438  5.308
H  -7.691  8.668  5.636
H  -7.111  3.998  1.640
H  -5.795  4.749  2.183
C  -1.139  -3.263  -0.664
C  -0.085  -2.153  -0.622
C  -0.517  -0.810  -1.243
O  0.563  0.037  -1.524
C  0.243  1.245  -2.085
N  0.230  -2.004  0.794
H  -0.890  -4.123  -0.042
H  -1.309  -3.555  -1.700
H  -2.031  -2.841  -0.200
H  0.804  -2.604  -1.063
H  -1.347  -0.383  -0.679
H  -0.949  -0.998  -2.226
H  -0.212  0.964  -3.035
H  1.213  1.718  -2.239
H  -0.430  1.802  -1.432
H  0.481  -1.027  0.844
H  -0.553  -2.026  1.432
C  -0.209  10.645  -8.109
C  0.733  10.636  -6.858
C  0.821  11.989  -6.171
O  0.919  12.996  -7.150
C  1.304  14.233  -6.497
N  0.268  9.620  -5.920
H  -1.273  10.459  -7.963
H  0.089  9.771  -8.689
H  -0.078  11.512  -8.757
H  1.725  10.344  -7.202
H  1.580  11.913  -5.392
H  -0.142  12.092  -5.671
H  2.236  14.037  -5.967
H  0.582  14.655  -5.798
H  1.464  14.939  -7.312
H  0.633  9.720  -4.983
H  -0.724  9.762  -5.794
C  11.481  -6.018  -2.639
C  10.350  -6.169  -1.561
C  9.219  -5.178  -1.760
O  9.639  -3.815  -1.622
C  8.528  -3.036  -2.044
N  9.863  -7.510  -1.753
H  11.692  -5.012  -3.001
H  11.223  -6.680  -3.466
H  12.363  -6.412  -2.134
H  10.703  -6.107  -0.532
H  8.504  -5.417  -0.972
H  8.718  -5.379  -2.707
H  8.015  -3.180  -2.995
H  8.930  -2.026  -2.131
H  7.795  -2.946  -1.242
H  9.559  -7.838  -0.848
H  10.680  -8.063  -1.970
C  6.854  4.619  3.091
C  7.511  3.817  4.224
C  8.092  4.694  5.369
O  9.320  5.277  4.845
C  9.771  6.327  5.678
N  6.515  2.980  4.824
H  7.575  5.271  2.599
H  6.061  5.308  3.384
H  6.491  3.832  2.431
H  8.266  3.171  3.776
H  8.299  3.952  6.141
H  7.374  5.440  5.707
H  9.821  6.061  6.734
H  9.137  7.201  5.528
H  10.782  6.599  5.374
H  6.139  2.321  4.158
H  6.961  2.450  5.560
C  -4.574  -5.129  6.959
C  -5.487  -3.978  6.687
C  -6.688  -3.797  7.596
O  -7.715  -4.777  7.563
C  -8.672  -4.667  8.615
N  -4.662  -2.803  6.649
H  -3.922  -5.218  6.090
H  -5.192  -5.993  7.204
H  -3.866  -4.976  7.773
H  -5.889  -4.010  5.674
H  -7.121  -2.815  7.408
H  -6.296  -3.956  8.600
H  -8.346  -4.582  9.652
H  -9.310  -5.551  8.630
H  -9.342  -3.811  8.525
H  -4.429  -2.454  7.568
H  -5.107  -2.039  6.161
C  3.516  -12.978  0.525
C  2.107  -13.067  0.045
C  1.928  -14.428  -0.656
O  2.589  -14.321  -1.930
C  2.682  -15.564  -2.606
N  1.213  -12.931  1.147
H  3.586  -12.407  1.451
H  4.184  -12.556  -0.227
H  3.886  -13.954  0.839
H  1.887  -12.233  -0.621
H  0.888  -14.558  -0.953
H  2.351  -15.125  0.067
H  3.111  -15.385  -3.592
H  1.677  -15.985  -2.614
H  3.463  -16.184  -2.167
H  0.292  -13.199  0.832
H  1.136  -11.930  1.259
C  0.068  1.878  13.825
O  -1.288  2.173  13.339
P  -2.013  1.081  12.354
O  -2.296  -0.287  12.872
O  -3.348  1.800  11.857
C  -4.119  2.631  12.652
O  -1.103  1.173  11.019
C  0.151  0.559  10.820
H  0.705  2.671  13.433
H  0.500  0.917  13.546
H  0.073  2.085  14.895
H  -3.614  2.997  13.546
H  -5.035  2.051  12.768
H  -4.295  3.503  12.022
H  0.950  1.227  11.141
H  0.180  0.222  9.784
H  0.145  -0.421  11.296
C  -5.652  1.800  -6.095
O  -5.399  0.378  -6.178
P  -6.498  -0.601  -5.520
O  -6.818  -0.333  -4.059
O  -5.979  -2.120  -5.887
C  -5.541  -2.565  -7.152
O  -7.708  -0.397  -6.589
C  -9.035  -0.190  -6.191
H  -5.502  2.223  -7.089
H  -5.117  2.289  -5.281
H  -6.713  1.990  -5.934
H  -5.017  -1.735  -7.625
H  -6.426  -2.951  -7.657
H  -4.807  -3.361  -7.023
H  -9.186  0.136  -5.162
H  -9.651  -1.082  -6.296
H  -9.352  0.733  -6.677
C  0.160  11.802  1.461
O  -0.313  10.659  2.174
P  0.554  9.278  2.228
O  1.083  8.890  0.899
O  -0.397  8.118  3.000
C  0.136  6.857  3.243
O  1.694  9.480  3.369
C  3.023  9.995  3.051
H  -0.209  12.773  1.791
H  -0.266  11.688  0.465
H  1.242  11.796  1.331
H  1.049  6.663  2.680
H  -0.501  6.037  2.910
H  0.278  6.746  4.318
H  3.794  9.340  3.455
H  3.199  10.984  3.474
H  3.164  10.193  1.988
C  -10.681  -2.088  1.527
C  -10.581  -3.193  0.461
O  -11.631  -2.938  -0.468
C  -12.469  -2.010  0.072
O  -13.677  -1.862  -0.219
O  -11.912  -1.469  1.173
F  -10.839  -4.348  1.138
H  -9.786  -1.497  1.332
H  -10.703  -2.542  2.518
H  -9.621  -3.240  -0.054
C  1.231  -9.755  -8.328
C  0.820  -10.012  -6.890
O  -0.460  -10.570  -6.990
C  -0.972  -10.276  -8.263
O  -2.145  -10.488  -8.606
O  -0.041  -9.551  -8.996
F  0.695  -8.788  -6.446
H  1.571  -10.685  -8.783
H  2.098  -9.101  -8.416
H  1.534  -10.581  -6.294
C  -8.922  -10.584  4.553
C  -9.160  -11.740  3.567
O  -7.927  -11.709  2.921
C  -7.301  -10.478  3.055
O  -6.222  -10.212  2.603
O  -7.911  -9.758  3.940
F  -10.181  -11.307  2.785
H  -8.634  -10.947  5.540
H  -9.877  -10.105  4.768
H  -9.464  -12.575  4.198
C  3.008  -0.950  -9.308
C  4.282  -1.543  -9.932
O  3.771  -2.215  -11.069
C  2.409  -2.488  -10.801
O  1.595  -2.968  -11.555
O  2.168  -2.045  -9.540
F  4.921  -2.429  -9.115
H  2.765  -0.037  -9.851
H  3.295  -0.655  -8.299
H  5.020  -0.814  -10.266

Here are the Mulliken charges for atoms 1 to 8, given in e: C -1.49; C 0.45; C -0.68; O -0.32; C -0.68; N -0.73; H 0.36; H 0.36